1.
Molecular formula: C5H7NO2
Method: DFT, ωB97M-V/def2-TZVPD

```
15
Properties=species:S:1:pos:R:3:forces:R:3:mulliken_charge:R:1
C -0.4279 0.4905 1.1729 -1.61 -1.44 2.40 -1.317
C 0.3294 -0.0618 0.0157 0.41 -0.93 -1.43 1.322
C -0.5719 -0.2008 -1.1981 0.57 1.13 -1.12 -1.581
O 0.9401 -1.3794 0.2053 -1.16 0.84 0.67 -0.230
N 2.2763 -1.2699 0.2347 0.67 -2.34 0.25 -0.321
C 2.7180 -0.1361 -0.0221 -3.71 2.37 -0.81 -0.447
C 1.5006 0.8532 -0.2069 1.94 -1.31 1.35 0.459
O 1.4817 2.0447 -0.1588 0.13 0.50 -0.72 -0.527
H -0.7362 1.4665 0.8410 -0.26 0.48 0.10 0.365
H 0.1352 0.6230 2.1734 -0.71 -0.47 -1.76 0.294
H -1.3880 -0.1645 1.3365 1.81 1.27 -0.07 0.318
H -0.0967 -0.4683 -2.1470 0.61 -0.32 0.44 0.347
H -0.9755 0.7775 -1.4613 -0.45 0.04 0.41 0.377
H -1.3322 -0.9239 -1.0414 -0.85 -0.49 0.38 0.422
H 3.7190 0.0151 -0.1135 2.61 0.67 -0.08 0.520
```
Positions in Å, forces in eV/Å.

Results
energy above the lowest of the compared OMol25 structures with the same formula, charge and spin: 240.5 kJ/mol
multiplicity: 1
SMILES: CC1(C)ON=CC1=O



2.
Molecular formula: C22H64CsN6O8P3Si3
Method: DFT, ωB97M-V/def2-TZVPD

```
107
Properties=species:S:1:pos:R:3:forces:R:3:mulliken_charge:R:1
Cs -0.0638 0.4052 0.1773 -2.73 -2.07 -0.28 1.138
C 4.0411 -0.5354 -3.2292 0.07 0.03 0.03 -0.785
N 4.4002 0.4078 -2.1716 0.02 -0.20 -0.03 0.503
C 5.8107 0.3939 -1.8131 -0.02 -0.01 -0.06 -0.948
P 3.2134 1.0559 -1.2354 0.17 -0.12 0.02 -0.732
O 1.9055 0.3945 -1.3784 1.69 0.06 -1.32 0.058
O 3.8908 0.8988 0.2331 -0.14 0.01 -0.02 -0.624
P 3.1693 1.4872 1.5640 0.21 0.13 -0.05 0.294
O 1.7058 1.6058 1.4135 1.74 1.06 1.11 -1.025
N 3.7505 0.4185 2.6813 -0.19 -0.13 0.10 0.107
C 3.5298 -1.0117 2.4108 0.00 0.06 0.06 -0.762
C 3.3739 0.7753 4.0582 0.11 -0.03 -0.07 -0.900
N 3.9063 2.9253 1.8372 -0.08 0.01 0.28 0.797
C 5.3339 2.9923 2.1071 -0.06 0.07 -0.03 -1.225
C 3.1304 4.1007 2.2128 0.08 0.01 -0.09 -1.032
N 3.0966 2.6888 -1.3981 -0.12 0.11 -0.12 1.149
C 4.2988 3.5044 -1.4037 -0.07 0.02 0.00 -0.979
C 1.9657 3.2580 -2.1321 0.12 -0.03 0.12 -0.647
H 4.4923 -0.2336 -4.1774 0.02 0.02 0.01 0.254
H 2.9625 -0.5772 -3.3473 0.00 0.02 0.04 0.002
H 4.3967 -1.5406 -2.9828 0.00 0.01 0.02 0.334
H 6.4193 0.6704 -2.6772 0.00 0.01 -0.01 0.369
H 6.1174 -0.6042 -1.4837 -0.01 0.00 0.00 0.339
H 6.0232 1.0914 -1.0080 -0.02 0.00 0.00 0.198
H 3.7413 -1.2385 1.3693 0.02 0.02 0.00 0.115
H 2.4997 -1.3124 2.6317 0.00 0.03 -0.02 0.214
H 4.2077 -1.5958 3.0335 0.01 0.01 0.03 0.441
H 3.4775 1.8495 4.2161 0.02 -0.02 -0.02 0.322
H 4.0406 0.2646 4.7527 0.01 -0.03 0.00 0.339
H 2.3423 0.4881 4.2844 -0.01 0.00 -0.03 0.233
H 5.8232 2.0674 1.8076 -0.03 0.00 -0.02 0.279
H 5.5294 3.1504 3.1729 0.00 -0.01 0.01 0.359
H 5.7809 3.8218 1.5527 0.00 0.01 0.00 0.373
H 2.0708 3.9056 2.0691 0.01 -0.04 -0.02 0.269
H 3.4159 4.9558 1.5938 0.03 -0.01 0.00 0.262
H 3.3071 4.3659 3.2605 0.00 -0.01 0.01 0.342
H 5.0706 3.0683 -0.7711 -0.04 0.00 0.01 0.179
H 4.0656 4.4941 -1.0056 0.00 0.01 0.00 0.308
H 4.7009 3.6249 -2.4160 0.02 0.00 -0.01 0.250
H 1.1716 2.5217 -2.2141 -0.03 0.03 -0.02 -0.111
H 2.2637 3.5669 -3.1397 0.01 -0.01 -0.02 0.288
H 1.5861 4.1333 -1.6000 0.02 0.01 0.01 0.335
C 1.3622 -3.4659 1.0093 -0.06 0.14 0.06 -1.107
O 0.3442 -2.4973 1.0783 0.24 -0.20 -0.02 -0.266
Si -1.1599 -2.7453 1.8406 0.07 0.22 -0.10 -0.865
C -0.9024 -1.9589 3.5373 -0.10 0.12 0.06 -0.619
C -1.2252 -4.5905 2.2225 0.02 -0.17 -0.10 -1.269
C -2.4521 -2.0147 0.8213 0.08 -0.46 0.11 2.312
Si -2.6072 -2.8293 -0.8032 0.01 0.19 -0.08 -0.405
C -3.2635 -4.6018 -0.7833 -0.04 -0.17 0.09 -1.065
C -3.8181 -1.9476 -1.9670 -0.12 0.06 -0.04 -0.554
C -0.9593 -2.9458 -1.7487 0.07 0.00 0.13 -0.538
Si -3.9678 -1.7272 1.7639 -0.07 0.21 0.02 -0.055
C -5.4615 -1.2434 0.7007 -0.08 0.06 -0.08 -1.148
C -3.7820 -0.3238 3.0425 0.02 0.06 0.10 -0.982
C -4.6272 -3.1728 2.7946 0.01 -0.11 0.03 -1.129
H 1.0185 -4.4007 0.5562 -0.02 0.01 0.00 0.331
H 1.7728 -3.7098 1.9987 -0.01 0.01 0.00 0.317
H 2.1756 -3.0759 0.3905 -0.01 0.01 0.00 0.191
H 0.0320 -2.3325 3.9717 -0.03 0.01 -0.02 0.344
H -1.7138 -2.2136 4.2270 0.08 0.03 -0.01 0.338
H -0.8473 -0.8662 3.4786 0.01 -0.08 0.03 0.081
H -0.4859 -4.8742 2.9794 -0.03 -0.01 -0.03 0.318
H -1.0531 -5.2070 1.3343 -0.02 0.02 0.09 0.296
H -2.2192 -4.8452 2.6018 0.07 0.00 0.00 0.323
H -4.2567 -4.6300 -0.3180 0.07 -0.02 -0.05 0.248
H -2.6122 -5.2565 -0.1956 -0.09 0.01 -0.08 0.249
H -3.3500 -5.0228 -1.7917 0.00 0.04 0.05 0.367
H -4.8414 -2.3107 -1.8258 0.11 0.03 -0.04 0.503
H -3.5403 -2.1281 -3.0104 0.00 0.00 0.05 0.208
H -3.8241 -0.8673 -1.7915 0.00 -0.08 -0.07 -0.187
H -0.2889 -3.6663 -1.2662 -0.04 0.08 -0.06 0.277
H -0.4419 -1.9806 -1.7750 -0.03 -0.14 -0.02 -0.163
H -1.1151 -3.2756 -2.7823 -0.06 0.03 0.07 0.504
H -5.2423 -0.4593 -0.0325 -0.06 -0.05 0.08 0.248
H -6.2782 -0.8958 1.3439 0.05 -0.03 -0.02 0.422
H -5.8315 -2.1062 0.1374 0.00 0.08 0.06 0.264
H -3.0160 0.4011 2.7493 -0.07 -0.08 0.06 0.006
H -3.4914 -0.7267 4.0172 -0.02 0.04 -0.04 0.425
H -4.7283 0.2126 3.1871 0.05 -0.04 0.00 0.421
H -4.7431 -4.0727 2.1800 -0.01 0.07 0.05 0.260
H -5.5995 -2.9330 3.2386 0.04 -0.02 0.01 0.366
H -3.9371 -3.4171 3.6103 -0.06 -0.01 -0.04 0.248
C -3.7953 0.3464 -4.7230 0.02 -0.02 0.04 -0.714
O -2.4765 0.8648 -4.5339 -0.10 0.03 -0.10 -0.389
P -1.6989 0.5729 -3.1172 -0.08 0.01 -0.18 0.335
O -2.3142 1.7154 -2.1535 0.11 0.00 0.01 0.143
C -2.3177 3.1006 -2.5156 -0.03 -0.03 0.09 -0.844
O -0.3234 1.3486 -3.5579 0.02 0.05 -0.08 -0.178
C 0.5039 0.6724 -4.5016 0.01 -0.02 0.13 -0.940
H -4.2329 0.8832 -5.5610 0.01 0.03 -0.03 0.306
H -4.4203 0.4960 -3.8405 0.03 0.02 0.01 0.281
H -3.7694 -0.7182 -4.9543 0.03 -0.02 0.01 0.272
H -3.1691 3.5583 -2.0152 0.00 -0.01 0.01 0.236
H -2.4119 3.2238 -3.5935 -0.01 -0.01 -0.02 0.390
H -1.3971 3.5721 -2.1718 0.01 -0.01 0.00 0.134
H 1.4091 1.2653 -4.6232 0.02 0.00 0.02 0.251
H 0.0009 0.5820 -5.4643 -0.02 0.03 -0.02 0.338
H 0.7738 -0.3233 -4.1376 -0.02 0.00 0.00 0.294
N -3.7276 1.9588 0.7036 0.00 0.08 -0.04 -0.140
C -2.6945 2.7381 1.1392 0.01 -0.07 -0.08 0.072
N -3.0492 3.8929 1.7847 -0.08 -0.03 0.04 -0.436
O -1.5202 2.4356 0.9544 -0.75 1.10 0.37 -0.146
H -4.6080 2.0138 1.1891 0.01 -0.04 0.01 0.306
H -3.4600 1.0224 0.4265 0.01 0.02 -0.02 -0.190
H -3.9806 4.2597 1.7096 -0.01 -0.01 -0.01 0.160
H -2.3074 4.5395 1.9802 0.03 -0.01 -0.02 0.265
```
Positions in Å, forces in eV/Å.

Results
multiplicity: 1



DFT total energy values (in a.u.) by entry order: -399.873958; -3720.157277.
Highest occupied orbital energy values (in eV) by entry order: -9.81; -5.91.
LUMO level values (in eV) by entry order: 0.29; -0.06.